Computed, not measured: the molecule C20H19Cl2NO2 at a distorted geometry, with ωB97M-V/def2-TZVPD.

Last columns: bonded neighbours and bond lengths (Å).
Atoms and positions in Å:
1 C 3.62043 -2.37895 -1.60932  C2 1.520, H26 1.096, H27 1.096, H28 1.096
2 C 2.53853 -1.77766 -0.72751  C1 1.520, C3 1.528, C4 1.527, C25 1.533
3 C 2.53462 -2.52067 0.60741  C2 1.528, H29 1.097, H30 1.098, H31 1.099
4 C 2.82724 -0.28963 -0.54115  C2 1.527, C5 1.499, H32 1.096, H33 1.101
5 C 1.73217 0.39564 0.21876  C4 1.499, O6 1.232, N7 1.400
6 O 1.96722 1.21663 1.10713  C5 1.232
7 N 0.41514 0.04950 -0.10680  C5 1.400, C8 1.480, C23 1.407
8 C -0.62048 0.85765 0.57511  N7 1.480, C9 1.532, C16 1.515, H34 1.087
9 C -0.93795 2.10831 -0.24990  C8 1.532, C10 1.394, C15 1.396
10 C -0.01708 3.14672 -0.11585  C9 1.394, C11 1.389, H35 1.087
11 C -0.19307 4.37856 -0.73232  C10 1.389, C12 1.399, H36 1.082
12 C -1.33022 4.58335 -1.52195  C11 1.399, Cl13 1.710, C14 1.399
13 Cl -1.58281 6.10347 -2.26343  C12 1.710
14 C -2.25747 3.54892 -1.68744  C12 1.399, C15 1.406, H37 1.085
15 C -2.04383 2.29969 -1.07928  C9 1.396, C14 1.406, H38 1.086
16 C -1.70050 -0.00800 1.19141  C8 1.515, C17 1.400, C22 1.398
17 C -1.35308 -0.59554 2.41425  C16 1.400, C18 1.394, H39 1.090
18 C -2.19346 -1.51277 3.04399  C17 1.394, C19 1.403, H40 1.087
19 C -3.43198 -1.81768 2.45948  C18 1.403, Cl20 1.714, C21 1.401
20 Cl -4.43637 -3.02358 3.14922  C19 1.714
21 C -3.85516 -1.13322 1.31299  C19 1.401, C22 1.400, H41 1.091
22 C -2.99462 -0.21112 0.70454  C16 1.398, C21 1.400, H42 1.083
23 C 0.05137 -1.10486 -0.82344  N7 1.407, O24 1.223, C25 1.517
24 O -1.10793 -1.47111 -0.95884  C23 1.223
25 C 1.19076 -1.88590 -1.45004  C2 1.533, C23 1.517, H43 1.104, H44 1.098
26 H 3.65812 -1.85669 -2.57204  C1 1.096
27 H 4.59853 -2.28937 -1.12281  C1 1.096
28 H 3.41961 -3.44054 -1.79257  C1 1.096
29 H 1.80866 -2.11839 1.32463  C3 1.097
30 H 2.30520 -3.58121 0.43696  C3 1.098
31 H 3.53326 -2.45961 1.06242  C3 1.099
32 H 3.76675 -0.14420 0.00376  C4 1.096
33 H 2.93579 0.18706 -1.52816  C4 1.101
34 H -0.07384 1.25021 1.42814  C8 1.087
35 H 0.86681 2.96966 0.49084  C10 1.087
36 H 0.53173 5.16903 -0.59248  C11 1.082
37 H -3.14579 3.72017 -2.28715  C14 1.085
38 H -2.72320 1.48158 -1.30162  C15 1.086
39 H -0.39606 -0.33331 2.86543  C17 1.090
40 H -1.90278 -2.00084 3.97046  C18 1.087
41 H -4.83902 -1.33385 0.88640  C21 1.091
42 H -3.34577 0.27993 -0.19511  C22 1.083
43 H 1.30340 -1.52076 -2.48535  C25 1.104
44 H 0.87715 -2.93664 -1.50877  C25 1.098

M = 376.3 g mol⁻¹
ΔE to the lowest compared entry with this formula, charge and spin = 0.000 eV
HOMO-LUMO gap = 9.3175 eV